(1)
This record from the OMol25 dataset describes a molecular structure, C15H39AlAsF6N3O11P2 in a non-equilibrium geometry. The level of theory is the ωB97M-V functional and the def2-TZVPD basis.

```
78
Properties=species:S:1:pos:R:3:forces:R:3:lowdin_charge:R:1
Al -1.493806 -0.179491 -0.285507 3.6 0.6 1.4 1.4212
As 1.327651 -1.363703 3.003714 1.0 0.5 0.8 0.7064
F 2.567901 -1.819470 1.899309 0.0 0.0 -0.5 -0.2224
F 1.817137 0.311735 2.813260 -0.2 0.1 -0.1 -0.2608
F 0.053759 -0.869730 4.079798 -0.2 0.1 0.0 -0.2442
F 0.818757 -2.981405 3.163289 -0.4 -0.4 -0.2 -0.2107
F 2.413638 -1.488427 4.309842 0.1 -0.1 0.3 -0.2064
F 0.233006 -1.095031 1.655664 -0.7 -0.1 -1.0 -0.2993
C -0.554303 0.592587 -4.045900 0.0 0.0 -1.2 -0.3047
O -1.094859 0.483755 -2.952627 -0.9 -0.1 1.5 -0.0667
N -1.025433 0.070414 -5.188818 -0.1 0.3 -0.3 -0.1658
C -0.425900 0.441529 -6.464489 0.3 0.8 0.0 -0.0302
C -2.311241 -0.578334 -5.279467 -1.0 -0.2 0.5 -0.0253
H 0.331125 1.212136 -4.242729 0.2 -0.2 0.4 0.1488
H 0.604083 0.755247 -6.294103 0.1 -0.4 -0.1 0.0895
H -0.884397 1.317910 -6.937838 -0.4 -0.1 0.3 0.1070
H -0.515043 -0.372239 -7.177920 0.3 -0.2 0.1 0.1010
H -3.119996 0.122449 -5.518815 0.3 0.2 0.0 0.1118
H -2.358942 -1.331846 -6.062670 0.5 -0.1 0.0 0.1009
H -2.577088 -1.024962 -4.323663 0.1 -0.1 0.0 0.0883
C 2.180994 1.198488 -0.000077 1.3 -0.2 0.4 -0.2661
O 1.061132 0.916544 -0.378977 -1.9 -0.2 -0.8 0.0112
N 2.990796 2.034180 -0.663785 0.7 0.5 0.0 -0.1363
C 4.375878 2.146779 -0.282656 0.5 1.0 0.6 -0.0180
C 2.627234 2.784699 -1.827322 -2.2 -0.2 -0.6 -0.0163
H 2.705967 0.734064 0.841004 -0.5 -0.2 0.2 0.1320
H 4.561667 1.662636 0.672811 0.1 -0.4 -0.2 0.1056
H 4.603483 3.208704 -0.109475 -0.2 -0.1 -0.1 0.1129
H 5.064200 1.863096 -1.080368 -0.1 -0.5 0.1 0.1085
H 1.584667 2.521105 -2.047032 0.2 -0.2 -0.2 0.0859
H 2.533757 3.862633 -1.670923 0.8 0.0 0.3 0.1153
H 3.228025 2.529979 -2.697358 0.3 0.2 0.1 0.1089
C -2.695365 -1.483874 3.217382 -0.6 -0.9 0.6 -0.2472
O -2.433294 -0.651996 2.344278 0.1 0.6 -1.3 -0.0521
N -3.946403 -1.770002 3.621396 0.5 -0.2 -1.0 -0.1209
C -4.154982 -2.830627 4.559673 0.2 -0.2 2.2 -0.0174
C -5.098522 -1.196311 2.989633 -1.0 -0.4 -0.1 0.0002
H -1.955562 -2.055543 3.788266 0.4 0.2 -0.3 0.1511
H -5.012658 -2.623673 5.204228 -0.4 0.0 -0.6 0.1130
H -3.367682 -2.846953 5.323725 0.3 0.0 -0.5 0.1147
H -4.211181 -3.845639 4.161420 -0.2 0.2 -0.5 0.1220
H -5.700045 -0.704623 3.761171 0.2 0.5 -0.2 0.1215
H -4.829182 -0.592546 2.133884 0.1 0.4 0.3 0.0899
H -5.780061 -1.972802 2.615997 0.3 -0.2 0.1 0.1197
C 1.150560 3.488136 3.327078 0.6 -0.3 0.8 -0.0517
O 0.057127 3.872265 2.483975 0.2 0.1 -0.6 -0.1707
P -1.173127 2.932223 2.297840 -0.3 0.8 1.3 0.3419
O -0.872398 1.659695 1.589198 -0.3 -1.3 -1.4 -0.2391
O -1.690698 2.817652 3.768363 -0.2 -0.6 0.2 -0.1769
C -1.852133 1.585143 4.497479 0.3 -0.2 -0.1 -0.0453
O -2.242509 3.772345 1.577988 -0.2 0.3 -0.8 -0.1878
C -2.587330 5.138066 1.935481 -0.1 0.0 0.1 -0.0290
H 2.062321 3.769231 2.811073 0.0 -0.1 0.0 0.0949
H 1.159552 2.425140 3.568683 0.0 -0.1 -0.5 0.0741
H 1.128200 3.978585 4.301976 -0.3 0.4 -0.3 0.1051
H -1.316263 0.788081 3.991810 0.0 0.0 0.0 0.0400
H -2.915565 1.361105 4.559847 0.0 0.1 0.2 0.0937
H -1.397275 1.720489 5.474472 -0.2 0.1 0.1 0.1079
H -3.658655 5.225113 1.792738 0.0 0.0 0.0 0.0974
H -2.057859 5.816412 1.273906 0.0 0.0 0.0 0.0981
H -2.336932 5.343471 2.973508 0.0 0.0 0.0 0.0954
C 3.843133 -1.820091 -1.017158 0.2 0.1 0.7 -0.0454
O 2.766483 -2.792087 -1.008252 0.5 0.5 -0.3 -0.1673
P 1.546587 -2.601852 -1.946198 -0.2 -0.7 -0.2 0.3339
O 0.544943 -1.569180 -1.605498 -1.1 0.6 0.4 -0.2636
O 2.190873 -2.365273 -3.364324 0.4 0.4 0.1 -0.1959
C 1.370901 -2.344100 -4.532685 -0.7 0.5 0.1 -0.0629
O 0.915979 -4.023837 -2.033295 -0.3 0.3 0.3 -0.1779
C 1.733734 -5.124676 -2.419213 -0.5 -2.0 0.0 -0.0751
H 3.925527 -1.470085 0.006074 -0.1 0.1 0.1 0.0728
H 3.654438 -0.984654 -1.692171 -0.1 -0.1 -0.1 0.0832
H 4.787326 -2.298661 -1.263832 -0.2 -0.2 -0.3 0.1044
H 1.595979 -1.420973 -5.062777 0.4 -0.3 -0.4 0.0861
H 0.306120 -2.252285 -4.291247 0.1 -0.3 0.2 0.0817
H 1.524550 -3.257841 -5.095400 0.2 0.1 -0.2 0.1035
H 2.796908 -4.938039 -2.522533 0.0 0.4 0.0 0.0974
H 1.310000 -5.592175 -3.311391 0.2 0.6 -0.3 0.0986
H 1.590607 -5.928778 -1.692729 0.2 0.4 0.3 0.1023
```
Forces are in eV/Å.

As for the total charge: +2. The total energy comes out at -145487.13016 eV. For the gap between HOMO and LUMO, the calculation gives 3.102 eV.

---

(2)
This record from the OMol25 dataset describes a molecular structure, C15H39BBrCaCl2FN2NaO10 in a non-equilibrium geometry. The level of theory is the ωB97M-V functional and the def2-TZVPD basis.

```
73
Properties=species:S:1:pos:R:3:forces:R:3:lowdin_charge:R:1
C 1.110826 0.150099 -1.530029 -0.5 2.6 2.7 -0.2443
O 1.101602 -1.261194 -1.910214 3.5 -2.0 1.4 -0.0642
B 1.969962 -2.038279 -1.108330 -1.8 2.4 -0.4 -0.4756
O 2.886036 -2.982898 -1.817264 -0.7 2.3 -1.0 -0.2437
C 2.060935 -2.043596 0.512237 -1.3 -0.3 0.5 -0.1204
O 2.894069 -1.008769 1.066382 0.3 -1.7 -1.0 -0.1712
C 4.278284 -1.158152 0.661378 1.5 1.4 0.9 -0.1828
C 4.678989 0.056536 -0.314920 -0.6 0.3 -0.4 -0.2395
N 6.101546 0.456223 -0.173074 -1.6 -0.3 -0.5 0.0025
H 1.894966 0.425407 -0.747451 -0.9 -1.0 -0.8 0.0855
H 0.087112 0.359110 -1.041423 1.5 -0.2 -1.0 0.1190
H 1.285416 0.888282 -2.465929 0.0 -2.2 3.4 -0.1642
H 3.031458 -2.672097 -2.751247 -0.3 0.6 0.8 0.1115
H 0.991026 -1.835178 0.893391 1.6 -0.3 -0.5 0.1477
H 2.335398 -3.083773 0.933803 -0.2 1.3 -0.5 0.1263
H 4.912444 -1.010733 1.614020 -0.9 -0.3 -1.5 0.1448
H 4.553117 -2.191133 0.261416 -0.6 1.1 0.3 0.1107
H 4.394120 -0.174018 -1.414247 0.4 0.1 1.5 0.1139
H 4.007983 0.950544 -0.024815 0.8 -1.5 -0.3 0.1329
H 6.083655 1.373806 0.310822 1.0 -0.2 -0.4 0.0462
H 6.543452 0.633666 -1.091329 -0.3 0.1 1.0 0.0697
F 7.203782 2.803782 -0.341570 -0.2 -0.2 -0.2 -0.5194
Ca 2.983917 -4.952266 -2.076143 -0.1 -2.8 0.5 1.6301
Br 0.662105 0.726687 -4.123945 -0.6 -0.1 -4.7 0.1352
O -0.207561 -6.325863 -0.054201 0.3 -0.1 -0.5 -0.0887
H -0.620743 -7.028802 -0.569826 0.0 0.0 0.2 0.0378
H -0.938952 -5.948220 0.458549 0.0 0.3 0.2 -0.0019
C 0.113160 5.499113 -8.356842 0.0 0.1 -0.1 -0.0133
C 0.813979 4.697349 -7.292996 0.5 -0.1 0.3 -0.5568
O 2.021422 4.777145 -7.108022 -0.2 0.0 -0.2 0.0229
N 0.063840 3.862436 -6.522797 0.2 0.2 -0.3 -0.0007
C -1.362583 3.626576 -6.582611 0.3 -0.2 0.4 -0.0839
H 0.842206 6.114217 -8.884250 0.0 -0.1 0.2 0.0851
H -0.362540 4.831670 -9.078700 -0.1 0.1 0.1 0.0829
H -0.630423 6.157474 -7.902777 -0.1 -0.1 -0.1 0.0862
H 0.605781 3.359203 -5.831669 -0.2 0.0 0.0 0.0879
H -1.793107 3.880222 -5.611769 -0.3 0.0 -0.1 0.0850
H -1.526782 2.564639 -6.777972 -0.3 0.1 0.0 0.0747
H -1.845773 4.216742 -7.358548 0.1 0.0 0.1 0.0749
C 6.150620 6.144457 2.761730 0.0 0.1 0.1 -0.1046
C 6.622617 5.017502 1.862751 -0.3 0.1 -0.1 -0.3383
O 5.786626 3.878514 2.023806 -0.2 -0.2 0.3 -0.1083
H 6.160933 5.830142 3.808840 0.1 0.0 -0.1 0.0710
H 6.788214 7.025031 2.651638 -0.1 0.0 0.0 0.0706
H 5.120012 6.424475 2.522915 0.1 0.1 -0.1 0.0666
H 7.642957 4.727348 2.118453 -0.2 -0.2 -0.1 0.1135
H 6.603908 5.321421 0.812198 0.2 0.0 0.0 0.1041
H 4.888453 4.140997 1.787001 0.2 0.0 0.0 0.0730
C -1.644283 -0.746814 3.567193 0.3 0.1 -0.4 -0.0105
C -2.482397 -1.956427 3.219398 0.2 1.2 0.6 -0.3418
C -2.629969 -2.936778 4.342864 -0.3 0.2 0.7 -0.1079
O -2.882223 -4.154164 3.643345 0.3 -0.2 -1.0 0.0696
C -2.273629 -4.034335 2.433429 0.0 -0.2 -0.1 -0.5135
O -2.122187 -4.939521 1.659313 0.0 0.3 0.3 0.1328
O -1.856993 -2.757608 2.215370 -0.2 -1.1 -0.2 0.0861
H -1.562274 -0.082403 2.703286 -0.1 0.0 0.1 0.0891
H -2.086320 -0.187900 4.394491 0.0 -0.1 -0.1 0.0984
H -0.625273 -1.035542 3.838338 -0.1 -0.1 0.1 0.0931
H -3.457796 -1.638186 2.834571 0.0 -0.1 0.1 0.1567
H -3.459375 -2.689435 5.007377 0.0 -0.2 -0.1 0.1042
H -1.719304 -3.062488 4.936818 0.0 0.1 -0.1 0.1478
Na 2.138863 -0.642215 -6.072613 -0.5 0.8 0.3 0.5376
C -6.587425 -3.529321 4.195336 0.0 -0.2 -0.2 -1.0163
Cl -7.936917 -4.250305 5.077727 0.1 0.0 -0.1 0.5309
Cl -6.170053 -1.939929 4.851179 0.1 0.1 -0.1 0.5245
H -5.721201 -4.184313 4.276822 -0.1 0.1 0.1 0.0171
H -6.868322 -3.417358 3.149449 -0.1 0.1 0.2 0.0336
C -11.769555 -3.059637 3.783364 0.2 0.1 0.2 -0.1655
O -10.823176 -2.000946 3.763021 0.2 0.1 0.0 -0.1415
H -12.254083 -3.116302 2.808618 0.1 0.1 0.1 0.0791
H -11.261496 -4.005422 3.989766 -0.2 -0.1 0.0 0.0651
H -12.523463 -2.866483 4.550594 -0.1 -0.2 -0.1 0.0773
H -10.409610 -1.972013 4.634523 0.0 0.1 -0.2 0.0632
```
Forces are in eV/Å.

As for the total charge: +1. The total energy comes out at -160967.61265 eV. For the gap between HOMO and LUMO, the calculation gives 1.758 eV.

---

How do the records compare in LUMO level? In the order shown, they have -11.64 -7.04 eV.
How do the records compare in relative energy (zero: lowest compared OMol25 entry of this formula, charge and spin)? In the order shown, they have 0.0 73.0 kcal per mole.